Record 1
A gas-phase ion, C5H12NOS (charge -1). Source: OMol25; level of theory: wB97M-V/def2-TZVPD.

For the LUMO energy, the calculation gives 2.91 eV. The total charge is -1. The relative energy (zero: lowest compared OMol25 entry of this formula, charge and spin) is 75.0 kcal/mol. The calculated total energy is -725.83506 Eh. The maximum force comes out at 0.053 Eh/bohr.

Last column: Löwdin charge in e.
Positions of all 20 atoms, in Å:
C 1.3190 1.5244 -1.3518  -0.15
N 1.0242 0.3083 -0.5942  -0.14
C -0.3896 0.1843 -0.2894  -0.34
C -1.3989 -0.0377 -1.6696  -0.50
O -2.2921 0.8869 -1.8748  -0.33
C -0.6124 -0.9310 0.7724  -0.30
C 0.2836 -0.7119 1.9730  -0.62
S -0.1784 -1.8748 3.2780  0.68
H 0.4866 1.8122 -2.0106  0.07
H 2.2394 1.4298 -1.9238  0.06
H 1.3375 2.3617 -0.6304  0.07
H 1.3537 -0.4659 -1.1642  0.09
H -0.7156 1.1683 0.0650  0.12
H -1.8397 -1.0376 -1.3455  0.07
H -0.6214 -0.1174 -2.4387  0.06
H -1.6901 -0.9184 1.0036  0.10
H -0.5096 -1.8879 0.2506  0.10
H 0.4174 0.3468 2.2216  0.08
H 1.2753 -0.6961 1.4654  0.07
H 0.5113 -1.3440 4.2633  -0.20

Record 2
A molecular structure, C16H32NO2PSiTi. Source: OMol25; level of theory: wB97M-V/def2-TZVPD.

For the LUMO energy (alpha / beta), the calculation gives -1.05 / -1.05 eV. The total charge is 0. The calculated total energy is -2314.21825 Eh. The maximum force comes out at 0.097 Eh/bohr.

Last column: Löwdin charge in e.
Positions of all 54 atoms, in Å:
Ti -0.5121 -1.2161 0.7371  0.85
Si 0.3093 -2.8226 -1.3286  0.50
P 1.8029 1.7822 -1.7772  0.80
N -1.9729 -0.6028 0.0314  -0.13
H 3.0306 1.8834 -0.9585  -0.02
C 1.4272 3.4840 -2.3310  -0.25
H 1.4312 3.4897 -3.4286  0.04
H 2.1251 4.2216 -1.9664  0.03
H 0.4114 3.7695 -1.9815  0.05
C 2.3899 0.8536 -3.2501  -0.23
H 2.1574 1.4827 -4.1264  0.05
H 1.8475 -0.1061 -3.3429  0.05
H 3.4526 0.6519 -3.2440  0.04
C 0.0846 1.2130 -2.0886  -0.27
H -0.1952 1.5842 -3.0850  0.06
H -0.6442 1.5997 -1.3731  0.04
H -0.0115 0.1232 -2.1325  0.00
C 2.1068 -3.3990 -1.5458  -0.35
H 2.6141 -3.4147 -0.5709  0.01
H 2.6607 -2.7677 -2.2558  0.00
H 2.0560 -4.4224 -1.9485  0.01
H -0.5048 -4.0187 -0.9457  -0.14
H -0.0999 -2.4378 -2.7340  -0.09
C -3.2045 -0.3292 -0.4276  -0.40
C -5.3126 0.8610 -0.1860  -0.11
C -3.9527 0.7768 0.0545  -0.06
C -3.8232 -1.2040 -1.3825  -0.04
C -5.1845 -1.1219 -1.6077  -0.11
C -5.9316 -0.1064 -1.0021  -0.13
H -5.8962 1.6719 0.2641  0.10
H -3.4165 1.5050 0.6677  0.10
H -3.1826 -1.9623 -1.8302  0.10
H -5.6667 -1.8706 -2.2545  0.10
H -7.0110 -0.0657 -1.1636  0.09
C 2.2002 0.2843 0.1609  -0.67
O 1.1203 -0.4681 0.2020  -0.39
C 2.4060 1.1749 1.3603  -0.08
H 3.4331 1.5504 1.2999  0.07
H 2.3347 0.6184 2.3175  0.07
H 1.7200 2.0369 1.3672  0.08
C 3.4164 -0.3816 -0.4047  -0.11
H 4.1762 0.3935 -0.5937  0.06
H 3.2516 -0.9569 -1.3265  0.05
H 3.8547 -1.0305 0.3694  0.09
C -0.5580 0.9725 4.3465  0.01
C -0.2939 -0.3741 3.7655  -0.38
C 0.3511 -1.3775 4.6360  0.01
O -0.6099 -0.6470 2.5738  -0.10
H -0.5199 0.9406 5.4411  0.09
H -1.5341 1.3632 4.0549  0.10
H 0.2037 1.6934 4.0213  0.11
H 0.6388 -2.2726 4.0839  0.10
H 1.2462 -0.9327 5.0935  0.11
H -0.3334 -1.6737 5.4438  0.11

Record 3
A molecular structure, C14H51FN21O11V. Source: OMol25; level of theory: wB97M-V/def2-TZVPD.

For the LUMO energy (alpha / beta), the calculation gives -4.46 / -3.99 eV. The total charge is +2. As for the multiplicity: 3. The calculated total energy is -3585.39966 Eh. The maximum force comes out at 0.158 Eh/bohr.

Last column: Mulliken spin population.
Positions of all 99 atoms, in Å:
V 0.6319 22.3820 -36.6652  1.86
F -0.3762 22.9397 -34.8710  0.00
C -0.9843 26.0543 -38.5353  0.00
C 0.1686 25.3290 -37.9286  0.00
C 0.6541 25.9798 -36.6109  0.01
O 1.2899 24.8933 -35.8815  0.01
C 1.6192 25.2758 -34.5183  0.00
N -0.4595 23.9691 -37.7118  -0.02
H -1.2287 25.6104 -39.5004  0.00
H -0.7488 27.0542 -38.8996  0.00
H -1.9273 26.0147 -37.9901  0.00
H 0.9625 25.3732 -38.6742  0.00
H -0.1252 26.2964 -35.9176  0.00
H 1.2574 26.8431 -36.8918  0.00
H 1.9455 24.3775 -33.9942  0.00
H 0.7688 25.6578 -33.9535  0.00
H 2.3298 26.0924 -34.3910  0.00
H -0.8325 23.6961 -38.6099  0.01
H -1.3216 24.2229 -37.2509  0.00
C -1.8722 20.0214 -32.9467  0.00
O -0.6795 19.8020 -33.0273  0.00
N -2.7193 19.1366 -32.5326  0.00
N -2.4279 21.1399 -33.3014  0.00
H -3.7168 19.2458 -32.4173  0.00
H -2.3428 18.2404 -32.2586  0.00
H -3.3897 21.4050 -33.1439  0.00
H -1.8109 21.7932 -33.7623  0.00
C 0.9607 19.1853 -36.1441  0.01
O 0.7816 20.3741 -36.1847  0.01
N 1.6863 18.5201 -36.9785  0.00
N 0.3547 18.4400 -35.2273  0.00
H 1.7464 17.5127 -37.0193  0.00
H 2.3730 19.0559 -37.4900  0.00
H -0.2174 18.9430 -34.5641  0.00
H 0.7711 17.5324 -35.0759  0.00
C 3.1499 21.7910 -34.4727  0.00
O 2.3414 22.1844 -35.2817  0.02
N 4.2166 22.4657 -34.2864  0.00
N 2.9258 20.8216 -33.7070  0.00
H 4.3344 23.3241 -34.8053  0.00
H 4.7944 22.1316 -33.5283  0.00
H 1.9638 20.5163 -33.7461  0.00
H 3.5386 20.2167 -33.1790  0.00
C 0.6890 20.8085 -39.6933  0.01
O 0.6753 21.4625 -38.6672  0.01
N -0.2793 20.7631 -40.5421  0.00
N 1.7320 20.0678 -40.0671  0.00
H -0.1795 20.2514 -41.4071  0.00
H -1.0934 21.2621 -40.2129  0.00
H 1.6682 19.5947 -40.9572  0.00
H 2.5561 20.0392 -39.4838  0.00
C 0.3925 23.4639 -30.9313  0.00
O 0.5332 22.8843 -29.9238  0.00
N 0.5451 24.7511 -31.0247  0.00
N 0.1916 22.9207 -32.0475  0.00
H 0.7728 25.3022 -30.2095  0.00
H 0.5973 25.0658 -31.9830  0.00
H -0.1119 23.2956 -32.9349  0.00
H 0.3212 21.9194 -32.0730  0.00
C 3.2873 24.0203 -38.1328  0.00
O 2.3045 23.4182 -37.6822  0.02
N 3.7107 23.9958 -39.3427  0.00
N 4.1157 24.7924 -37.3944  0.00
H 4.4208 24.7013 -39.4778  0.00
H 3.1808 23.5418 -40.0729  0.00
H 4.8148 25.2440 -37.9668  0.00
H 3.9870 25.0250 -36.4200  0.00
C 4.5747 20.5788 -37.9489  0.00
O 3.3674 20.5891 -37.9388  0.01
N 5.2796 19.7216 -37.1932  0.00
N 5.2816 21.4046 -38.6553  0.00
H 4.7835 19.2266 -36.4659  0.00
H 6.2794 19.7298 -37.3362  0.00
H 6.2726 21.4471 -38.4646  0.00
H 4.8399 22.0690 -39.2745  0.00
C -3.2093 24.9004 -35.0566  0.00
O -3.0615 24.3219 -36.1060  0.00
N -2.3248 25.0080 -34.0700  0.00
N -4.3204 25.3021 -34.6709  0.00
H -2.5650 25.4648 -33.2018  0.00
H -1.4560 24.4991 -34.1493  0.00
H -4.3655 25.8685 -33.8359  0.00
H -5.1013 25.1019 -35.2794  0.00
C -2.4696 20.9998 -36.7811  0.00
O -1.3519 21.4364 -36.8548  0.01
N -2.7038 19.7691 -37.1577  0.00
N -3.4902 21.7660 -36.3871  0.00
H -1.8837 19.2730 -37.4761  0.00
H -3.5852 19.2855 -37.0611  0.00
H -3.4627 22.7245 -36.0698  0.00
H -4.3745 21.3157 -36.5750  0.00
C -3.1925 23.4064 -39.9360  0.00
O -2.1622 22.7817 -39.6633  0.00
N -3.6035 23.5379 -41.2130  0.00
N -4.0186 23.8890 -39.0479  0.00
H -3.1377 22.9374 -41.8782  0.00
H -4.4046 24.0758 -41.5115  0.00
H -4.8711 24.3534 -39.3267  0.00
H -3.7966 23.7505 -38.0724  0.00

Record 4
4 unconnected molecules or ions with the total composition C22H57N2OP3. Source: OMol25; level of theory: wB97M-V/def2-TZVPD.

For the LUMO energy, the calculation gives 0.48 eV. The total charge is 0. The relative energy (zero: lowest compared OMol25 entry of this formula, charge and spin) is 0.0 kcal/mol. The calculated total energy is -2081.12642 Eh. The maximum force comes out at 0.006 Eh/bohr.

Last column: Löwdin charge in e.
Positions of all 85 atoms, in Å:
H -5.9839 -1.6921 0.1528  0.06
N -5.0783 -1.3389 -0.1585  0.14
C -5.0599 -0.0721 -0.1705  -0.51
C -6.2125 0.8050 0.2454  -0.05
C -3.7331 0.5710 -0.5488  -0.37
P -3.7426 2.2763 -1.2493  0.54
P -5.0416 1.6606 -3.1190  0.49
N -4.1860 1.8703 -4.4191  -0.38
P -2.3375 3.1972 0.3321  0.69
C -3.6405 3.7959 1.4824  -0.36
O -1.9783 4.6025 -0.4817  -0.40
H -6.2950 1.7153 -0.3496  0.04
H -7.1542 0.2626 0.1689  0.08
H -6.0868 1.1151 1.2872  0.09
H -3.0643 0.5581 0.3181  0.06
H -3.2757 -0.0608 -1.3137  0.09
H -2.7944 2.5782 -2.2707  -0.02
H -4.7599 3.2452 -0.9644  -0.04
H -5.5520 0.3450 -2.9347  -0.05
H -6.2518 2.3915 -2.9600  -0.05
H -4.5827 2.4594 -5.1377  -0.06
H -3.2364 4.6042 2.0939  0.03
H -4.5357 4.1570 0.9599  0.01
H -3.9345 2.9916 2.1619  0.03
H -2.6990 5.2384 -0.5324  0.04
C 1.1315 1.0801 -2.0281  -0.10
C 0.5411 0.5609 -0.7224  -0.27
C 1.0124 1.3301 0.5094  -0.25
C 2.5179 1.2754 0.7720  -0.22
C 3.0903 -0.1345 0.9216  -0.26
C 2.4318 -0.9243 2.0463  -0.11
H 2.2177 0.9733 -2.0478  0.06
H 0.7320 0.5323 -2.8835  0.06
H 0.8962 2.1378 -2.1683  0.08
H 0.7689 -0.5038 -0.6132  0.10
H -0.5509 0.6304 -0.7711  0.07
H 0.4761 0.9582 1.3875  0.09
H 0.7073 2.3751 0.4041  0.08
H 2.7235 1.8372 1.6896  0.11
H 3.0541 1.7972 -0.0252  0.10
H 4.1645 -0.0561 1.1081  0.10
H 2.9873 -0.6842 -0.0188  0.10
H 2.5128 -0.3824 2.9925  0.06
H 2.8939 -1.9032 2.1810  0.07
H 1.3701 -1.0856 1.8512  0.07
C 4.7026 -3.9776 -6.0062  -0.11
C 4.1644 -2.7555 -6.7414  -0.27
C 4.0383 -1.5162 -5.8561  -0.23
C 3.0974 -1.6769 -4.6603  -0.23
C 1.6681 -2.0808 -5.0145  -0.27
C 0.9465 -1.0633 -5.8914  -0.11
H 4.0357 -4.2888 -5.2005  0.06
H 4.8193 -4.8268 -6.6806  0.07
H 5.6788 -3.7661 -5.5632  0.07
H 3.1926 -2.9947 -7.1830  0.10
H 4.8240 -2.5186 -7.5804  0.10
H 3.7085 -0.6738 -6.4700  0.10
H 5.0309 -1.2451 -5.4820  0.11
H 3.0663 -0.7283 -4.1141  0.10
H 3.5131 -2.4104 -3.9638  0.10
H 1.1066 -2.2125 -4.0852  0.10
H 1.6593 -3.0562 -5.5097  0.10
H 0.9179 -0.0840 -5.4077  0.07
H -0.0834 -1.3676 -6.0817  0.07
H 1.4354 -0.9397 -6.8592  0.07
C 0.3886 -2.1950 8.1731  -0.11
C 0.3760 -2.1606 6.6492  -0.27
C 1.5618 -1.4096 6.0452  -0.23
C 1.6629 0.0623 6.4526  -0.23
C 0.4213 0.8987 6.1429  -0.27
C 0.0738 0.9272 4.6595  -0.11
H 0.3184 -1.1929 8.5994  0.06
H -0.4476 -2.7761 8.5640  0.07
H 1.3115 -2.6471 8.5440  0.08
H -0.5606 -1.7137 6.3026  0.10
H 0.3794 -3.1835 6.2638  0.10
H 1.5129 -1.4856 4.9556  0.08
H 2.4879 -1.9143 6.3390  0.11
H 2.5226 0.5043 5.9380  0.11
H 1.8838 0.1339 7.5209  0.10
H 0.5915 1.9188 6.4969  0.10
H -0.4334 0.5218 6.7124  0.10
H 0.9148 1.3057 4.0726  0.06
H -0.7859 1.5681 4.4579  0.07
H -0.1640 -0.0700 4.2843  0.07

Record 5
2 unconnected molecules or ions with the total composition C14H7N6O8. Source: OMol25; level of theory: wB97M-V/def2-TZVPD.

For the LUMO energy, the calculation gives -0.47 eV. The total charge is -1. The relative energy (zero: lowest compared OMol25 entry of this formula, charge and spin) is 14.1 kcal/mol. The calculated total energy is -1467.75919 Eh. The maximum force comes out at 0.110 Eh/bohr.

Last column: Löwdin charge in e.
Positions of all 35 atoms, in Å:
C 1.7073 1.3928 -0.6609  -0.16
C 2.6512 0.4995 -0.9365  -0.38
N 3.4857 -0.3088 -1.1761  0.06
C 0.7143 1.8309 -1.5636  -0.26
C -0.2513 2.7707 -1.1576  -0.05
C -1.2176 3.2014 -2.0256  -0.03
C -1.2622 2.7187 -3.3239  -0.20
N -2.2790 3.1961 -4.2458  -0.36
O -2.2986 2.7359 -5.3950  0.01
O -3.0873 4.0453 -3.8483  0.01
C -0.3256 1.7860 -3.7419  -0.02
C 0.6475 1.3462 -2.8846  -0.04
H 1.7004 1.7877 0.3404  0.07
H -0.2189 3.1507 -0.1513  0.10
H -1.9620 3.9181 -1.7196  0.11
H -0.3905 1.4189 -4.7534  0.11
H 1.3750 0.6235 -3.2129  0.10
O 0.2058 -5.5436 1.9944  0.09
N 0.8299 -4.6484 2.5687  -0.32
O 1.8061 -4.8763 3.2903  0.06
C 0.4131 -3.2758 2.3998  -0.06
C 1.1002 -2.2856 3.0498  0.11
C 0.7577 -0.9287 2.9170  -0.11
N 1.5299 0.0759 3.6201  -0.33
O 2.0652 -0.2373 4.6880  0.08
O 1.6220 1.2026 3.1209  0.09
C -0.2970 -0.5438 2.1227  0.14
C -0.9957 -1.5484 1.4726  -0.09
N -2.0766 -1.5764 0.6152  -0.16
O -2.6646 -0.5312 0.2557  0.06
O -2.4139 -2.8212 0.2311  0.12
N -1.5465 -3.6170 0.8302  0.11
C -0.6821 -2.8975 1.5784  -0.14
H 1.9323 -2.5566 3.6829  0.14
H -0.5741 0.4956 2.0189  0.15